# 1
Here is C21H22N6O3PRu as an isolated structure from the OMol25 dataset. Energies are from the ωB97M-V functional and the def2-TZVPD basis.

Geometry (Å):
Ru -0.98627 -0.57643 -0.55919
N -4.02669 -2.62130 -2.78705
C -4.04454 -1.57706 -3.68214
C -3.12596 -0.68188 -3.22929
N -2.55978 -1.16160 -2.07407
C -3.12484 -2.33263 -1.83185
C -2.71362 -3.10163 -0.66927
N -1.88339 -2.56082 0.21146
C -1.59243 -3.53901 1.13167
C -2.27273 -4.67288 0.80639
N -2.97703 -4.37799 -0.33737
H -4.61089 -3.43943 -2.84583
H -4.69020 -1.57160 -4.54200
H -2.83876 0.26315 -3.65479
H -0.89560 -3.36667 1.93410
H -2.31679 -5.64279 1.26894
H -3.54901 -5.03460 -0.84369
O 1.36030 -1.73217 1.04325
C 1.73987 -1.33802 -0.04108
O 0.97605 -0.99441 -1.04188
C 3.23101 -1.08864 -0.32064
P 3.51431 0.69802 -0.09543
C 2.53232 1.61895 -1.25181
C 2.89479 1.54411 -2.59909
C 2.12633 2.18866 -3.55281
C 1.00817 2.91561 -3.16416
C 0.64826 2.99676 -1.82232
C 1.40522 2.35217 -0.85682
C 3.32289 1.21288 1.56744
C 3.42030 0.29026 2.61068
C 3.35961 0.73338 3.91764
C 3.23977 2.09080 4.19012
C 3.18969 3.02129 3.15417
C 3.24354 2.59283 1.84458
H 3.47396 -1.34072 -1.35160
H 3.87265 -1.64014 0.36317
H 3.77568 0.99142 -2.90315
H 2.40842 2.13679 -4.59530
H 0.42063 3.43511 -3.90959
H -0.21084 3.58468 -1.52783
H 1.11779 2.40973 0.18478
H 3.53405 -0.76222 2.40513
H 3.42065 0.01821 4.72640
H 3.20716 2.43208 5.21629
H 3.12843 4.07812 3.37423
H 3.23835 3.31515 1.03829
N -3.23099 -0.11556 2.07939
C -2.71792 1.00335 1.55082
N -3.17361 2.18789 1.97279
O -1.81200 0.96626 0.67491
H -3.91840 -0.10603 2.81228
H -2.84521 -1.00002 1.79137
H -3.89221 2.27900 2.66907
H -2.80050 3.01960 1.55065

As for the expectation value of S²: 8.770. The value obtained for the highest occupied orbital energy (spin up / spin down) is -13.71 / -14.03 eV. Its energy is -49074.945 eV. For the orbital gap (spin up / spin down), the calculation gives 8.88 / 6.30 eV. Its spin multiplicity is 6. The charge is +2. The LUMO energy (spin up / spin down) comes out at -0.1775 / -0.2840 hartree.

Results of the natural (NBO) charge analysis, in e, for atoms 1 through 2: 1.4240, -0.4734

---

# 2
Here is an isolated ion of composition C3H5N2O2 and charge +1 in a non-equilibrium geometry from the OMol25 dataset. Energies are from the ωB97M-V functional and the def2-TZVPD basis.

Geometry (Å):
H -0.30065 0.06007 3.99222
N -0.25625 -0.54665 3.23038
C -0.30915 -0.54851 1.98648
O -0.63543 0.56532 1.20314
C -0.57844 0.85629 -0.08018
N -0.00699 0.24871 -1.07187
C 0.84585 0.07419 -1.97842
O 0.76951 -0.56798 -3.08322
H -0.20954 -1.60011 1.63218
H -1.13393 1.71437 -0.36273
H 1.87061 0.55106 -1.90594
H -0.05557 -0.80678 -3.56204

The value obtained for the highest occupied orbital energy is -14.26 eV. Its energy is -10257.307 eV. For the orbital gap, the calculation gives 9.39 eV. The SMILES is [H]/N=C\OC=[N+]=CO. The charge is +1. The LUMO energy comes out at -0.1791 hartree.

Results of the natural (NBO) charge analysis, in e, for atoms 1 through 2: 0.4075, -0.5757

---

# 3
Here is one molecule with the formula C5H13N3 in a non-equilibrium geometry from the OMol25 dataset. Energies are from the ωB97M-V functional and the def2-TZVPD basis.

Geometry (Å):
H 0.24900 1.68827 -2.29453
N 0.39188 1.74841 -1.29140
C -0.61826 1.37914 -0.58743
C -0.50292 1.41632 0.91118
C 0.55050 0.37595 1.24723
N 1.81496 0.77469 0.83602
C -0.10546 -1.08743 0.27326
C 0.28126 -1.33924 -1.17816
N -1.47329 -1.42859 0.62159
H -1.60228 1.10980 -0.98871
H -1.44830 1.15248 1.38006
H -0.17029 2.40400 1.24533
H 0.49787 0.00235 2.26982
H 1.74156 1.22694 -0.10730
H 2.51227 0.04163 0.87898
H 0.51103 -1.76946 0.87152
H 1.25512 -0.90521 -1.40704
H 0.34007 -2.41177 -1.38257
H -0.47158 -0.93937 -1.86176
H -2.12923 -1.00591 -0.02674
H -1.62393 -2.43302 0.59066

The value obtained for the highest occupied orbital energy is -7.93 eV. Its energy is -9864.412 eV. For the orbital gap, the calculation gives 8.90 eV. The SMILES is [H]/N=C/C[C@H](N)[C@H](C)N. The LUMO energy comes out at 0.0358 hartree.

Results of the natural (NBO) charge analysis, in e, for atoms 1 through 2: 0.3493, -0.6704

---

# 4
Here is one molecule with the formula C4H5N2O4PS in a non-equilibrium geometry from the OMol25 dataset. Energies are from the ωB97M-V functional and the def2-TZVPD basis.

Geometry (Å):
O 0.89326 -2.66007 0.34119
C 1.33412 -1.94752 -0.53606
O 1.91474 -2.05520 -1.58536
N 1.09412 -0.41316 -0.17366
C 2.09230 0.50531 -0.02250
C 1.51486 1.68888 0.30730
N 0.16718 1.46348 0.34642
C -0.06788 0.16759 0.02839
P -1.73687 -0.54180 -0.07891
O -2.10614 -1.05101 1.37567
O -2.63294 0.80297 -0.19179
S -1.89029 -1.73912 -1.53054
H 3.12536 0.23986 -0.17518
H 1.99415 2.63174 0.51029
H -0.54144 2.14160 0.57585
H -2.86694 -0.56954 1.73162
H -2.28760 1.33602 -0.92272

The value obtained for the highest occupied orbital energy is -9.34 eV. Its energy is -35525.118 eV. For the orbital gap, the calculation gives 9.06 eV. The LUMO energy comes out at -0.0105 hartree.

Results of the natural (NBO) charge analysis, in e, for atoms 1 through 2: -0.6675, 0.9003

---

# 5
Here is a 2-piece molecular cluster, C3H11NO2S2 overall in a non-equilibrium geometry from the OMol25 dataset. Energies are from the ωB97M-V functional and the def2-TZVPD basis.

Geometry (Å):
N -2.12155 -0.79745 1.44783
C -1.22757 0.20248 0.86081
C -1.46391 1.56495 1.67689
O -1.27025 2.63888 0.72369
C 0.20045 -0.27489 0.98664
S 0.60906 -1.63485 -0.17601
S 1.94828 -1.08979 -1.71231
H -2.07972 -1.66482 0.95118
H -2.30535 -0.79325 2.43881
H -1.58769 0.27345 -0.20441
H -2.51668 1.61309 2.04781
H -0.75114 1.64354 2.49830
H -1.03963 3.42761 1.23495
H 0.38206 -0.57381 2.01889
H 0.99165 0.53978 0.85152
H 2.96048 -1.77654 -1.18056
O 0.45323 1.60019 -1.78520
H 1.21835 2.13380 -1.55588
H -0.25767 1.92208 -1.22807

The value obtained for the highest occupied orbital energy is -8.80 eV. Its energy is -30544.201 eV. For the orbital gap, the calculation gives 9.35 eV. The SMILES is N[C@@H](CO)CSS.O. The LUMO energy comes out at 0.0202 hartree.

Results of the natural (NBO) charge analysis, in e, for atoms 1 through 2: -0.8825, -0.0881

---

# 6
Here is C3H3FeO3 as an isolated structure in a non-equilibrium geometry from the OMol25 dataset. Energies are from the ωB97M-V functional and the def2-TZVPD basis.

Geometry (Å):
O 0.83394 0.97537 -0.66491
Fe -2.50119 1.41472 0.38501
O -1.22180 0.26734 -0.03627
C -0.03188 0.20145 -0.39199
O 0.35532 -1.24812 -0.43475
C 1.53261 -1.64818 -0.14925
C 2.35269 -1.07682 0.84657
H 1.86302 -2.51909 -0.72192
H 3.16568 -1.68376 1.24339
H 2.27116 -0.07371 1.26282

As for the expectation value of S²: 12.032. The value obtained for the highest occupied orbital energy (spin up / spin down) is -23.79 / -25.82 eV. Its energy is -43644.456 eV. For the orbital gap (spin up / spin down), the calculation gives 6.30 / 4.84 eV. Its spin multiplicity is 7. The charge is +3. The LUMO energy (spin up / spin down) comes out at -0.6430 / -0.7710 hartree.

Results of the natural (NBO) charge analysis, in e, for atoms 1 through 2: -0.1849, 2.0823